(1)
# C36H32Br6N6O10

C36H32Br6N6O10 as an isolated structure at a distorted geometry (ωB97M-V with the def2-TZVPD basis set, the Open Molecules 2025 dataset).

HOMO energy: -8.16 eV
Largest force on an atom: 0.076 hartree/bohr

Atoms and positions in Å:
N1 -3.366 0.371 -0.051
C1 -3.627 -0.587 -1.019
C2 -2.525 -0.791 -1.825
C3 -1.588 0.128 -1.351
C4 -2.131 0.833 -0.258
H1 -3.964 0.702 0.693
H2 -4.557 -1.126 -0.917
H3 -2.487 -1.553 -2.590
H4 -0.686 0.296 -1.920
H5 -1.663 1.630 0.301
C5 -11.271 -3.931 4.220
Br1 -12.381 -5.199 3.318
Br2 -10.154 -2.953 2.790
Br3 -10.015 -5.000 5.318
H6 -11.793 -3.212 4.851
C6 -5.568 -0.672 8.744
Br4 -6.983 0.735 8.844
Br5 -4.481 -0.824 10.404
Br6 -4.423 -0.749 7.077
H7 -6.068 -1.640 8.706
C7 -2.362 3.977 -7.575
C8 -3.469 4.828 -7.667
C9 -3.233 6.121 -8.025
C10 -1.986 6.531 -8.577
C11 -0.961 5.542 -8.558
C12 -1.051 4.337 -7.905
N2 -1.821 7.963 -9.003
O1 -2.802 8.687 -9.011
O2 -0.803 8.288 -9.489
H8 -2.653 2.972 -7.310
H9 -4.455 4.514 -7.358
H10 -3.977 6.904 -8.009
H11 -0.077 5.980 -8.996
H12 -0.218 3.664 -7.765
C13 -2.586 -7.622 5.963
C14 -3.790 -8.167 5.694
C15 -4.356 -8.015 4.422
C16 -3.678 -7.302 3.334
C17 -2.415 -6.731 3.632
C18 -1.942 -6.867 4.970
N3 -4.332 -7.003 2.069
O3 -5.496 -7.464 1.926
O4 -3.727 -6.441 1.215
H13 -2.230 -7.478 6.972
H14 -4.341 -8.676 6.471
H15 -5.278 -8.524 4.181
H16 -1.738 -6.258 2.937
H17 -0.968 -6.521 5.284
C19 8.163 8.662 -0.591
C20 7.766 7.336 -0.399
C21 6.541 7.069 0.268
C22 5.643 8.093 0.461
C23 6.054 9.464 0.165
C24 7.365 9.726 -0.295
N4 4.318 7.797 1.126
O5 3.494 8.695 1.303
O6 4.101 6.592 1.324
H18 9.171 8.789 -0.957
H19 8.332 6.485 -0.749
H20 6.234 6.068 0.532
H21 5.530 10.377 0.405
H22 7.737 10.732 -0.415
C25 3.422 -0.161 4.855
C26 4.587 -0.556 4.308
C27 5.819 -0.448 4.932
C28 5.831 0.282 6.100
C29 4.637 0.773 6.717
C30 3.432 0.497 6.085
N5 7.150 0.553 6.758
O7 7.158 1.004 7.879
O8 8.195 0.422 6.072
H23 2.530 -0.244 4.250
H24 4.672 -1.076 3.366
H25 6.773 -0.607 4.451
H26 4.642 1.353 7.628
H27 2.475 0.732 6.526
C31 3.128 -4.529 -4.561
C32 3.032 -3.956 -5.812
C33 2.063 -4.461 -6.740
C34 1.077 -5.399 -6.348
C35 1.126 -5.887 -5.052
C36 2.178 -5.480 -4.182
N6 0.100 -5.949 -7.374
O9 -0.604 -6.882 -7.005
O10 0.155 -5.440 -8.538
H28 3.889 -4.297 -3.831
H29 3.702 -3.160 -6.101
H30 2.134 -3.991 -7.709
H31 0.433 -6.663 -4.760
H32 2.292 -6.016 -3.251



(2)
# C36H32BrCsN3O6PS

C36H32BrCsN3O6PS as an isolated structure at a distorted geometry (ωB97M-V with the def2-TZVPD basis set, the Open Molecules 2025 dataset).

Net charge: -2
HOMO energy: -2.07 eV
Largest force on an atom: 0.021 hartree/bohr
ΔE to the lowest compared entry with this formula, charge and spin: 0.00 kJ/mol

Atoms and positions in Å:
Cs1 -0.084 0.672 -2.399
O1 2.411 3.740 -5.114
C1 1.981 2.909 -4.294
O2 0.780 2.609 -4.074
C2 3.091 2.330 -3.355
C3 2.960 2.887 -1.923
C4 4.349 2.878 -1.251
C5 4.495 1.378 -0.882
C6 3.197 0.801 -1.478
O3 2.282 1.870 -1.171
C7 3.352 0.810 -3.023
C8 2.721 -0.376 -3.836
O4 1.801 -1.049 -3.289
O5 3.280 -0.623 -4.916
H1 4.002 2.735 -3.791
H2 2.407 3.821 -1.850
H3 4.360 3.510 -0.361
H4 5.125 3.229 -1.932
H5 4.499 1.237 0.201
H6 5.391 0.914 -1.295
H7 2.837 -0.137 -1.055
H8 4.410 0.651 -3.245
N1 0.956 -3.803 0.613
P1 0.277 -2.193 0.690
C9 1.390 -1.313 1.841
C10 2.639 -1.773 2.237
C11 3.440 -0.988 3.057
C12 2.999 0.257 3.482
C13 1.751 0.721 3.085
C14 0.952 -0.057 2.263
C15 -1.072 -2.606 1.869
C16 -2.382 -2.324 1.503
C17 -3.432 -2.609 2.368
C18 -3.176 -3.190 3.598
C19 -1.867 -3.473 3.978
C20 -0.821 -3.172 3.122
C21 1.812 -4.043 -0.459
C22 1.915 -5.291 -1.075
C23 2.757 -5.403 -2.165
C24 3.452 -4.289 -2.614
C25 3.281 -3.097 -1.928
N2 2.503 -2.980 -0.855
H9 0.310 -4.551 0.817
H10 2.987 -2.737 1.888
H11 4.418 -1.347 3.356
H12 3.630 0.870 4.114
H13 1.398 1.693 3.407
H14 -0.022 0.311 1.949
H15 -2.579 -1.835 0.558
H16 -4.440 -2.336 2.088
H17 -3.993 -3.399 4.279
H18 -1.664 -3.905 4.950
H19 0.203 -3.358 3.425
H20 1.327 -6.130 -0.721
H21 2.850 -6.352 -2.681
H22 4.077 -4.322 -3.494
H23 3.779 -2.196 -2.258
O6 -7.226 2.563 -3.127
C26 -5.989 1.991 -3.107
C27 -5.141 2.081 -2.015
C28 -3.908 1.464 -2.094
N3 -3.493 0.781 -3.164
C29 -4.322 0.714 -4.180
Br1 -3.720 -0.267 -5.699
C30 -5.579 1.289 -4.233
H24 -7.361 3.018 -2.291
H25 -5.414 2.600 -1.103
H26 -3.238 1.517 -1.243
H27 -6.215 1.202 -5.101
S1 -3.274 1.174 1.233
C31 -3.202 2.172 2.653
C32 -4.307 2.327 3.513
C33 -4.245 3.117 4.650
C34 -3.078 3.791 4.989
C35 -1.973 3.655 4.156
C36 -2.032 2.867 3.018
H28 -5.223 1.805 3.263
H29 -5.123 3.205 5.283
H30 -3.030 4.407 5.879
H31 -1.049 4.172 4.395
H32 -1.165 2.777 2.373



(3)
# C36H32CeCl2N8O4S4

C36H32CeCl2N8O4S4 as an isolated structure at a distorted geometry (ωB97M-V with the def2-TZVPD basis set, the Open Molecules 2025 dataset).

Net charge: -1
2S+1: 2
HOMO energy (alpha / beta): -4.54 / -4.54 eV
Largest force on an atom: 0.092 hartree/bohr
ΔE to the lowest compared entry with this formula, charge and spin: 258.28 kJ/mol
<S²>: 0.751

Atoms and positions in Å:
Ce1 0.450 -0.109 -0.082
O1 -2.619 1.612 -4.801
C1 -1.292 1.567 -4.991
C2 -0.806 1.426 -6.293
C3 0.550 1.370 -6.542
C4 1.456 1.444 -5.493
C5 0.992 1.587 -4.201
C6 -0.373 1.646 -3.930
C7 -0.795 1.716 -2.511
O2 0.063 1.479 -1.599
N1 -2.085 1.923 -2.300
N2 -2.628 1.888 -1.092
C8 -2.045 2.345 -0.040
C9 -2.730 2.279 1.233
C10 -4.112 2.055 1.297
C11 -4.718 1.968 2.531
C12 -3.930 2.094 3.668
C13 -2.576 2.341 3.504
N3 -1.986 2.445 2.329
H1 -2.761 1.668 -3.812
H2 -1.523 1.353 -7.098
H3 0.903 1.260 -7.560
H4 2.517 1.395 -5.687
H5 1.680 1.647 -3.368
H6 -1.082 2.869 -0.044
H7 -4.660 1.986 0.373
H8 -5.785 1.800 2.617
H9 -4.360 2.035 4.656
H10 -1.932 2.484 4.365
C14 -6.702 -2.630 3.889
C15 -5.452 -2.402 3.087
C16 -5.384 -1.367 2.161
C17 -4.228 -1.140 1.437
C18 -3.132 -1.954 1.637
C19 -3.191 -3.019 2.515
C20 -4.351 -3.241 3.237
S1 -1.578 -1.474 0.912
O3 -0.682 -2.612 0.834
O4 -1.814 -0.835 -0.370
N4 -0.945 -0.329 1.795
C21 -0.079 -0.629 2.805
C22 -0.401 -1.431 3.909
C23 0.546 -1.618 4.892
C24 1.791 -1.012 4.765
C25 2.031 -0.249 3.638
N5 1.133 -0.064 2.676
H11 -7.336 -1.745 3.885
H12 -6.464 -2.882 4.921
H13 -7.270 -3.460 3.467
H14 -6.240 -0.727 2.014
H15 -4.144 -0.343 0.717
H16 -2.333 -3.667 2.614
H17 -4.395 -4.063 3.937
H18 -1.379 -1.888 3.966
H19 0.317 -2.236 5.752
H20 2.555 -1.134 5.517
H21 2.992 0.225 3.466
Cl1 1.502 2.429 0.989
C26 3.173 2.741 0.567
C27 3.830 3.774 1.211
C28 5.149 4.063 0.905
C29 5.799 3.332 -0.077
C30 5.131 2.312 -0.716
Cl2 5.953 1.448 -1.944
C31 3.799 1.955 -0.420
S2 3.030 0.682 -1.285
H22 3.292 4.355 1.943
H23 5.664 4.857 1.420
H24 6.818 3.555 -0.352
S3 3.749 -3.157 2.257
C32 2.801 -2.334 1.287
N6 2.111 -1.731 0.543
S4 0.254 -1.458 -2.769
C33 1.876 -1.898 -2.970
N7 2.557 -1.508 -4.055
C34 4.002 -1.622 -4.170
C35 4.611 -1.998 -2.823
C36 3.819 -3.153 -2.219
N8 2.428 -2.767 -2.117
H25 2.098 -0.783 -4.591
H26 4.405 -0.658 -4.489
H27 4.245 -2.375 -4.934
H28 4.536 -1.136 -2.157
H29 5.656 -2.273 -2.943
H30 4.187 -3.397 -1.222
H31 3.888 -4.044 -2.859
H32 1.961 -2.851 -1.212



(4)
# C36H32FN7O3S2Zn

C36H32FN7O3S2Zn as an isolated structure (ωB97M-V with the def2-TZVPD basis set, the Open Molecules 2025 dataset).

Net charge: +2
HOMO energy: -11.59 eV
Largest force on an atom: 0.016 hartree/bohr
ΔE to the lowest compared entry with this formula, charge and spin: 11.26 kJ/mol

Atoms and positions in Å:
Zn1 1.133 2.014 1.444
F1 1.363 -2.520 -3.691
C1 0.451 -2.455 -2.697
C2 0.647 -1.539 -1.705
C3 -0.226 -1.477 -0.615
C4 -0.012 -0.465 0.421
O1 0.924 0.364 0.264
C5 -0.904 -0.530 1.532
C6 -1.893 -1.472 1.533
N1 -2.118 -2.366 0.556
C7 -3.181 -3.340 0.693
C8 -4.487 -2.933 1.295
C9 -4.403 -3.221 -0.173
C10 -1.281 -2.399 -0.543
C11 -1.471 -3.316 -1.584
C12 -0.636 -3.351 -2.686
N2 -0.915 -4.255 -3.739
C13 -0.909 -5.675 -3.427
C14 -1.787 -6.435 -4.410
N3 -1.303 -6.173 -5.802
C15 -1.305 -4.703 -6.092
C16 -0.409 -4.002 -5.080
C17 -0.865 0.373 2.772
O2 -1.636 0.097 3.673
O3 -0.039 1.353 2.764
H1 1.501 -0.876 -1.735
H2 -2.550 -1.499 2.393
H3 -2.807 -4.333 0.912
H4 -4.618 -1.904 1.598
H5 -4.980 -3.647 1.938
H6 -4.459 -2.379 -0.851
H7 -4.849 -4.131 -0.552
H8 -2.305 -4.002 -1.540
H9 -1.293 -5.840 -2.423
H10 0.115 -6.083 -3.464
H11 -2.818 -6.092 -4.349
H12 -1.754 -7.506 -4.214
H13 -1.870 -6.679 -6.483
H14 -0.344 -6.519 -5.889
H15 -2.331 -4.348 -6.009
H16 -0.948 -4.535 -7.106
H17 -0.434 -2.938 -5.294
H18 0.626 -4.349 -5.209
N4 3.683 4.322 3.857
C18 3.160 5.593 4.196
C19 3.594 6.232 5.343
C20 3.108 7.496 5.655
C21 2.172 8.101 4.837
C22 1.697 7.436 3.712
C23 2.203 6.191 3.392
S1 1.638 5.338 1.934
N5 2.101 3.730 2.238
C24 3.045 3.432 3.065
C25 3.506 2.018 3.092
C26 4.496 1.547 3.943
C27 4.911 0.229 3.832
C28 4.323 -0.583 2.879
C29 3.317 -0.045 2.092
N6 2.924 1.218 2.193
H19 4.405 3.988 4.469
H20 4.315 5.749 5.992
H21 3.466 8.000 6.542
H22 1.803 9.091 5.069
H23 0.948 7.892 3.077
H24 4.949 2.169 4.702
H25 5.683 -0.156 4.483
H26 4.631 -1.609 2.747
H27 2.804 -0.644 1.352
S2 -2.691 4.070 0.401
C30 -1.176 3.686 1.086
N7 -0.343 3.028 0.334
C31 -0.900 2.778 -0.915
C32 -0.299 2.125 -1.993
C33 -1.022 1.941 -3.151
C34 -2.333 2.416 -3.272
C35 -2.930 3.102 -2.235
C36 -2.205 3.276 -1.062
H28 -0.957 3.942 2.111
H29 0.723 1.785 -1.907
H30 -0.562 1.435 -3.991
H31 -2.878 2.266 -4.194
H32 -3.930 3.505 -2.332



(5)
# C36H32N10O5PdSSe

C36H32N10O5PdSSe as an isolated structure (ωB97M-V with the def2-TZVPD basis set, the Open Molecules 2025 dataset).

Net charge: +2
2S+1: 5
HOMO energy (alpha / beta): -12.93 / -12.95 eV
Largest force on an atom: 0.017 hartree/bohr
ΔE to the lowest compared entry with this formula, charge and spin: 97.36 kJ/mol
<S²>: 6.042

Atoms and positions in Å:
Pd1 -0.589 0.839 -0.074
O1 1.912 -0.920 4.974
C1 1.146 0.165 5.229
C2 1.138 0.766 6.483
C3 0.296 1.831 6.742
C4 -0.567 2.311 5.761
C5 -0.560 1.720 4.517
C6 0.309 0.665 4.219
C7 0.291 0.133 2.852
O2 -0.678 0.339 2.105
N1 1.436 -0.511 2.427
N2 1.264 -1.356 1.455
C8 1.487 -2.602 1.520
C9 1.446 -3.509 0.362
C10 1.503 -4.876 0.601
C11 1.493 -5.747 -0.475
C12 1.435 -5.217 -1.751
C13 1.387 -3.835 -1.888
N3 1.391 -2.987 -0.867
H1 2.438 -1.141 5.752
H2 1.785 0.380 7.262
H3 0.302 2.283 7.725
H4 -1.237 3.131 5.978
H5 -1.228 2.054 3.735
H6 1.735 -3.036 2.487
H7 1.556 -5.248 1.616
H8 1.537 -6.816 -0.318
H9 1.437 -5.853 -2.625
H10 1.357 -3.391 -2.879
C14 -0.049 2.524 -5.576
C15 -0.323 3.889 -4.954
C16 -1.041 3.816 -3.600
C17 -1.148 5.258 -3.015
C18 -2.083 5.435 -1.825
C19 -2.453 3.294 -3.799
O3 -3.130 3.533 -4.770
N4 -2.984 2.538 -2.760
C20 -2.212 1.969 -1.781
O4 -2.716 1.202 -0.932
N5 -0.886 2.158 -1.752
C21 -0.216 2.993 -2.605
O5 0.992 3.101 -2.563
H11 0.411 2.636 -6.558
H12 -0.981 1.964 -5.705
H13 0.633 1.941 -4.953
H14 -0.943 4.486 -5.621
H15 0.614 4.425 -4.805
H16 -1.454 5.911 -3.834
H17 -0.131 5.545 -2.743
H18 -3.131 5.325 -2.106
H19 -1.962 6.435 -1.410
H20 -1.864 4.720 -1.027
H21 -3.970 2.315 -2.778
Se1 3.121 2.374 0.406
N6 2.890 3.989 1.075
C22 1.600 4.143 1.307
C23 0.949 5.271 1.895
C24 -0.393 5.190 2.071
C25 -1.128 4.033 1.640
N7 -0.585 2.996 1.076
C26 0.777 3.022 0.960
N8 1.402 1.958 0.493
H22 1.528 6.135 2.192
H23 -0.947 6.000 2.525
H24 -2.207 4.019 1.757
S1 -0.690 -1.774 -6.109
C27 -0.728 -1.432 -4.357
C28 0.462 -0.901 -3.874
C29 0.504 -0.518 -2.545
N9 -0.541 -0.662 -1.728
C30 -1.640 -1.266 -2.177
C31 -1.782 -1.673 -3.497
C32 -1.696 -0.662 -6.863
C33 -2.627 0.231 -6.290
C34 -3.301 1.078 -7.128
N10 -3.109 1.110 -8.469
C35 -2.233 0.283 -9.025
C36 -1.524 -0.646 -8.282
H25 1.323 -0.745 -4.512
H26 1.385 -0.045 -2.134
H27 -2.444 -1.398 -1.467
H28 -2.694 -2.160 -3.816
H29 -2.805 0.256 -5.225
H30 -4.021 1.786 -6.744
H31 -2.103 0.347 -10.098
H32 -0.836 -1.335 -8.756